The following is a DFT calculation (ωB97M-V with the def2-TZVPD basis set) of a structure of composition C26H43AsClN7Rh.

Each line ends with the Mulliken charge.
Geometry (Å):
Rh -0.0796 -0.2660 0.0217  -0.56
As 2.0116 1.0388 0.2727  1.66
Cl 0.7182 -2.5111 1.1523  -0.12
N 0.2251 -0.6244 -2.4475  1.35
N 0.5580 -0.9977 -4.9350  -0.03
N -1.0618 1.4219 -0.2735  0.34
N -2.8221 2.8912 0.0603  -0.40
N -3.2594 0.6513 0.2190  -0.02
N -4.1868 -1.4505 0.3913  0.05
N -1.9246 -1.2298 -0.1241  -0.15
C -2.3287 1.6497 -0.0129  0.56
C 0.1916 -0.7748 3.0710  -0.06
C 2.9824 3.7459 0.2640  -0.04
C 3.0892 0.7532 1.8274  -1.46
C 1.6985 2.9704 0.3297  -1.23
C 1.5699 -1.8201 -4.1790  -0.87
C 1.3608 -1.5430 -2.6710  -0.10
C -4.0598 -2.9109 0.4358  -0.94
C 4.8946 4.7146 1.3640  -0.77
C -0.8759 -0.3805 2.1875  -0.71
C 1.4852 -0.6048 5.1173  -0.82
C 3.4799 4.1813 -0.9573  -0.29
C -5.4841 -0.8327 0.6975  -1.05
C 0.4756 0.6658 -3.1231  -0.20
C -0.9977 -1.2243 -3.0366  -0.78
C 3.4258 0.8349 -1.0367  -1.69
C 5.3931 5.1364 0.1407  -0.54
C 0.7454 0.4641 -4.6322  -1.00
C 0.4825 -0.1333 4.2795  -0.44
C 4.6821 4.8759 -1.0209  -0.75
C -0.8373 -1.4226 -4.5628  -0.96
C 2.0163 -2.3494 3.5561  -0.90
C -3.0981 -0.7319 0.1568  0.30
C 2.2445 -1.7182 4.7711  -0.34
C 3.6909 4.0215 1.4252  -0.16
C 1.0134 -1.8474 2.7676  0.84
H 1.1617 -2.4739 -2.1410  0.60
H -1.1841 -2.1769 -2.5521  0.50
H 5.4342 4.9372 2.2747  0.43
H -0.3957 1.3007 -2.9710  0.56
H 3.7764 -0.1950 -1.0263  0.54
H -2.2224 3.6936 -0.0382  0.20
H 2.6098 -3.1980 3.2390  0.47
H -0.9539 -2.4610 -4.8627  0.33
H 0.6931 -1.1479 -5.9364  0.29
H -6.2259 -1.6182 0.7887  0.28
H 1.3188 1.1426 -2.6595  -0.31
H 4.2426 1.4859 -0.7264  0.57
H 3.9779 1.3772 1.7234  0.62
H -3.8055 3.0775 0.1501  0.19
H 1.4072 -2.8620 -4.4436  0.30
H -5.8126 -0.1767 -0.1097  0.40
H 1.6695 -0.1020 6.0568  0.45
H 2.2583 -1.0956 -2.2383  -0.25
H -1.8406 -0.5737 -2.8228  0.31
H 0.0532 1.0193 -5.2597  0.33
H -0.1176 0.7195 4.5731  0.47
H -3.3718 -3.2200 1.2244  0.35
H 2.5585 1.0223 2.7153  0.35
H -1.5273 -0.8145 -5.1424  0.36
H 5.0561 5.2253 -1.9744  0.43
H 3.1371 1.1252 -2.0394  0.31
H -4.1723 0.9699 0.5019  0.22
H 2.5566 -1.5242 -4.5264  0.39
H -1.9225 -2.2395 -0.1367  -0.04
H 6.3254 5.6834 0.0945  0.43
H 1.1607 3.1569 1.2526  0.54
H -5.0331 -3.3405 0.6482  0.28
H -0.5450 2.2680 -0.3669  -0.39
H 2.9154 3.9999 -1.8697  0.35
H -3.7268 -3.3052 -0.5256  0.35
H -1.4441 0.5092 2.4079  0.37
H -1.3145 -1.0865 1.5706  0.83
H 1.7606 0.7282 -4.9176  0.39
H 3.0170 -2.0866 5.4285  0.45
H 3.2923 3.7206 2.3900  0.45
H 1.0640 3.2464 -0.4989  0.67
H -5.4592 -0.2956 1.6474  0.40
H 3.3819 -0.2873 1.8731  0.47

Charge ... +3
Kohn-Sham gap (alpha / beta) ... 0.26523 / 0.26541 Eh
LUMO (alpha / beta) ... -8.22 / -8.21 eV
Spin multiplicity ... 1
Highest occupied orbital energy (alpha / beta) ... -15.436 / -15.436 eV